DFT (the ωB97M-V functional and the def2-TZVPD basis) results for a 4-piece molecular cluster, CH11NO4 overall.

ΔE to the lowest compared entry with this formula, charge and spin ... 18.7 kcal/mol
Max |F| ... 2.34 eV/A
Structure (SMILES) ... NCO.O.O.O
Energy ... -400.391790 a.u.
E_HOMO ... -10.5 eV

ORCA input file:
```
! wB97M-V def2-TZVPD RIJCOSX def2/J DEFGRID3
* xyz 0 1
O 2.9414 0.0522 1.4311
O -0.3154 -0.4875 2.2878
O 1.3317 -1.9830 -0.5836
O -1.5917 -0.3726 -1.3222
N -0.4271 1.5613 -0.6244
C -1.4365 1.0433 -1.4899
H -0.7107 1.5040 0.3474
H 0.9978 -2.1969 0.2856
H 0.4453 1.0545 -0.6615
H -1.0732 -0.1440 2.7608
H -2.3636 1.5946 -1.3506
H 2.7085 0.0463 0.4994
H 0.5264 -1.6480 -0.9968
H 2.5429 -0.7086 1.8378
H -0.0333 0.1181 1.6461
H -2.4771 -0.6296 -1.5623
H -1.0653 1.1959 -2.5048
*
```